[1]
C2H7N2OP | wB97M-V/def2-TZVPD

Last column: Löwdin charge in e.
Element x y z (Å)
P -0.31516 -0.06038 0.01270  0.741
O -0.23825 0.57333 1.57444  -0.320
N -3.97205 0.86365 -0.49816  0.051
N 0.00077 1.40512 -0.80919  -0.171
C 1.19679 -1.00744 0.09832  -0.299
C -3.41407 -0.09570 -0.68304  -0.165
H 2.20856 -0.57107 0.15185  0.051
H 0.61221 2.07154 -0.42293  0.019
H -2.75008 -0.93194 -0.78409  -0.005
H 1.33194 -1.61309 -0.79848  0.034
H -1.04968 1.03103 1.77066  0.023
H 1.09162 -1.48164 1.07026  0.032
H -0.89325 1.75115 -1.13310  0.009

Structure (SMILES) ... CP(N)O.C#N
HOMO ... -9.15 eV
LUMO energy ... 0.92 eV
Max |F| ... 0.0566 hartree/bohr



[2]
Br2HO3P | wB97M-V/def2-TZVPD

Last column: Löwdin charge in e.
Element x y z (Å)
Br 2.51959 0.56745 -0.04980  0.642
Br 0.28418 -1.55793 2.15053  0.712
P -0.17803 -0.55316 -0.71976  0.670
O -1.45721 0.30585 -1.10943  -0.201
O 0.86507 0.93166 -0.68597  -0.934
O -0.59237 -0.58382 0.81947  -0.894
H -1.44123 0.88995 -0.40503  0.005

HOMO ... -9.98 eV
LUMO energy ... -1.41 eV
Max |F| ... 0.0742 hartree/bohr



[3]
C3H5N3O2S | wB97M-V/def2-TZVPD

Last column: Löwdin charge in e.
Element x y z (Å)
S -2.16447 1.70397 -0.14389  1.028
O -3.37921 0.63084 -0.49630  -0.453
O -4.76119 -1.08149 -0.43862  0.054
N -0.62119 -0.53342 -0.50682  0.077
N -3.08328 -1.00013 1.02944  0.173
N -3.76554 -0.63450 0.10601  -0.421
C 0.86679 -0.37353 -0.39239  -0.193
C -0.70506 0.72821 -0.28500  -0.680
C 0.71038 1.15698 -0.22207  -0.138
H 1.06046 1.55882 -1.15176  0.101
H -3.13054 -1.99247 1.23976  0.110
H 1.04683 1.72149 0.62032  0.101
H 1.51882 -0.89420 0.31607  0.104
H 1.30127 -0.55802 -1.47932  0.138

HOMO ... -9.31 eV
LUMO energy ... 0.17 eV
Max |F| ... 0.0677 hartree/bohr



Number 1: E -606.49902 Ha. Number 2: E -5715.65060 Ha. Number 3: E -830.01598 Ha.